{
  "formula": "C33H81N4O7",
  "method": "wB97M-V/def2-TZVPD",
  "symbols": ["C", "C", "N", "C", "C", "C", "C", "C", "O", "C", "H", "H", "H", "H", "H", "H", "H", "H", "H", "H", "H", "H", "H", "H", "H", "H", "H", "H", "H", "H", "C", "C", "N", "C", "C", "C", "C", "C", "O", "C", "H", "H", "H", "H", "H", "H", "H", "H", "H", "H", "H", "H", "H", "H", "H", "H", "H", "H", "H", "H", "C", "C", "N", "C", "C", "C", "C", "C", "O", "C", "H", "H", "H", "H", "H", "H", "H", "H", "H", "H", "H", "H", "H", "H", "H", "H", "H", "H", "H", "H", "C", "C", "N", "C", "C", "C", "C", "C", "O", "C", "H", "H", "H", "H", "H", "H", "H", "H", "H", "H", "H", "H", "H", "H", "H", "H", "H", "H", "H", "H", "O", "C", "O", "O", "H"],
  "positions_angstrom": [[5.069, -9.853, -0.207], [4.277, -9.223, 0.963], [4.780, -9.445, 2.436], [4.572, -10.900, 2.853], [6.288, -8.991, 2.588], [6.958, -9.050, 4.052], [3.861, -8.695, 3.473], [4.021, -7.124, 3.631], [3.551, -6.710, 2.379], [3.992, -5.352, 2.150], [4.340, -10.036, -0.997], [5.512, -10.836, -0.048], [5.839, -9.164, -0.553], [3.243, -9.537, 0.821], [4.261, -8.134, 0.913], [4.762, -11.100, 3.907], [5.247, -11.562, 2.310], [3.555, -11.264, 2.711], [6.412, -8.015, 2.119], [6.686, -9.694, 1.857], [6.992, -10.102, 4.336], [6.452, -8.428, 4.791], [7.940, -8.627, 3.839], [4.191, -9.111, 4.424], [2.843, -9.063, 3.343], [5.058, -6.801, 3.723], [3.417, -6.645, 4.400], [5.068, -5.303, 1.988], [3.521, -4.699, 2.886], [3.439, -5.080, 1.251], [1.737, 0.936, -4.751], [2.326, 2.114, -5.584], [3.581, 2.938, -5.050], [3.958, 4.050, -6.137], [3.223, 3.628, -3.699], [1.928, 4.572, -3.601], [4.722, 1.938, -4.934], [6.110, 2.565, -4.724], [6.191, 3.170, -3.460], [6.393, 2.108, -2.483], [2.453, 0.240, -4.314], [0.976, 0.408, -5.326], [1.228, 1.409, -3.910], [1.656, 2.907, -5.917], [2.816, 1.675, -6.453], [4.158, 3.548, -7.083], [4.775, 4.611, -5.684], [2.998, 4.537, -6.308], [4.016, 4.328, -3.437], [3.173, 2.858, -2.929], [1.838, 4.811, -2.541], [0.939, 4.180, -3.839], [1.938, 5.536, -4.108], [4.839, 1.267, -5.785], [4.432, 1.135, -4.256], [6.422, 3.421, -5.322], [6.902, 1.888, -5.046], [6.698, 2.546, -1.533], [7.179, 1.409, -2.769], [5.450, 1.566, -2.416], [-3.187, 1.340, 4.677], [-2.926, 1.679, 6.199], [-1.431, 1.848, 6.679], [-0.805, 0.415, 6.527], [-0.611, 2.797, 5.702], [0.872, 3.062, 6.011], [-1.253, 2.270, 8.202], [-2.337, 1.819, 9.240], [-3.637, 2.322, 8.837], [-4.391, 2.665, 9.992], [-2.841, 2.115, 3.994], [-4.262, 1.312, 4.497], [-2.876, 0.327, 4.419], [-3.391, 0.930, 6.841], [-3.350, 2.649, 6.459], [-1.466, -0.318, 6.991], [0.228, 0.350, 6.870], [-0.646, 0.221, 5.466], [-1.195, 3.717, 5.667], [-0.645, 2.186, 4.799], [1.393, 3.413, 5.120], [1.481, 2.180, 6.212], [1.050, 3.848, 6.745], [-1.218, 3.340, 7.998], [-0.235, 2.017, 8.498], [-1.971, 2.216, 10.187], [-2.553, 0.751, 9.193], [-4.373, 2.038, 10.884], [-5.415, 2.845, 9.665], [-4.056, 3.552, 10.531], [-6.037, 2.223, -6.546], [-6.292, 3.722, -6.403], [-7.529, 4.219, -5.647], [-7.446, 5.718, -5.808], [-8.808, 3.630, -6.378], [-10.089, 4.343, -5.961], [-7.695, 3.799, -4.183], [-6.479, 4.076, -3.321], [-5.594, 2.886, -3.387], [-4.320, 2.991, -2.899], [-5.563, 1.713, -5.707], [-5.414, 1.963, -7.402], [-6.975, 1.685, -6.686], [-6.424, 4.164, -7.391], [-5.363, 4.154, -6.032], [-8.331, 6.167, -5.357], [-7.608, 5.772, -6.884], [-6.510, 6.167, -5.475], [-8.737, 2.623, -5.965], [-8.655, 3.554, -7.455], [-10.875, 3.940, -6.600], [-10.159, 5.378, -6.295], [-10.277, 4.182, -4.899], [-8.016, 2.766, -4.048], [-8.547, 4.401, -3.867], [-6.899, 4.153, -2.319], [-6.012, 5.000, -3.663], [-3.763, 2.121, -3.247], [-4.318, 3.042, -1.810], [-3.964, 3.984, -3.173], [2.168, 0.606, -0.199], [1.199, 0.496, 0.709], [0.244, 1.194, 0.542], [1.269, -0.359, 1.556], [2.669, -0.130, 0.158]],
  "total_charge": 3,
  "relative_energy_kcal_mol": 125.6,
  "homo_energy_ev": -10.55,
  "orbital_gap_ha": 0.2314,
  "spin_multiplicity": 1
}